Version 1
{
  "formula": "C7H13NO",
  "method": "wB97M-V/def2-TZVPD",
  "mol_weight_g_mol": 127.19,
  "homo_lumo_gap_ev": 9.17,
  "smiles": "C=C=C(O)CN.C=CC",
  "lumo_energy_ev": 0.736,
  "charge": 0,
  "multiplicity": 1,
  "symbols": ["C", "C", "C", "C", "C", "N", "C", "C", "O", "H", "H", "H", "H", "H", "H", "H", "H", "H", "H", "H", "H", "H"],
  "coordinates": [[-1.486, -0.827, 1.012], [-1.850, -1.085, -0.246], [-0.416, -1.579, 1.740], [1.067, 0.817, -0.486], [0.505, 1.407, 0.550], [0.939, -0.171, -2.785], [0.395, 0.775, -1.837], [0.197, 2.268, 1.473], [2.122, -0.059, -0.373], [2.467, -0.021, 0.529], [-2.106, -0.184, 1.629], [0.933, -1.106, -2.387], [1.904, 0.059, -2.998], [0.414, 1.771, -2.279], [0.172, -0.892, 2.354], [-0.678, 0.489, -1.627], [-2.787, -0.738, -0.652], [-1.315, -1.811, -0.840], [0.252, -2.079, 1.040], [-0.848, -2.323, 2.412], [0.695, 3.223, 1.566], [-0.575, 2.066, 2.203]]
}

---

Version 2
{
  "formula": "C7H13NO",
  "method": "wB97M-V/def2-TZVPD",
  "mol_weight_g_mol": 127.19,
  "homo_lumo_gap_ev": 8.67,
  "smiles": "CC1=C(O)[C@H](C)[C@@]1(C)N",
  "lumo_energy_ev": 0.712,
  "charge": 0,
  "multiplicity": 1,
  "symbols": ["C", "C", "C", "C", "C", "C", "N", "C", "O", "H", "H", "H", "H", "H", "H", "H", "H", "H", "H", "H", "H", "H"],
  "coordinates": [[-1.100, 1.138, -1.754], [-0.549, -1.859, -0.499], [2.205, -0.424, 0.409], [0.352, 1.358, 0.420], [-0.493, 0.724, -0.441], [-0.559, -0.574, 0.296], [-1.567, -0.620, 1.328], [0.955, 0.151, 1.057], [0.649, 2.621, 0.645], [-0.033, 3.178, 0.236], [-1.496, -1.430, 1.936], [-1.587, 0.213, 1.911], [1.048, 0.189, 2.148], [-2.193, 1.126, -1.710], [-0.841, 0.401, -2.524], [-0.747, 2.121, -2.071], [0.155, -1.821, -1.332], [-0.275, -2.706, 0.138], [-1.540, -2.069, -0.918], [3.037, 0.290, 0.462], [2.525, -1.342, 0.912], [2.052, -0.663, -0.647]]
}

---

Version 3
{
  "formula": "C7H13NO",
  "method": "wB97M-V/def2-TZVPD",
  "mol_weight_g_mol": 127.19,
  "homo_lumo_gap_ev": 10.09,
  "smiles": "CC(C)(C=O)[C@]1(C)CN1",
  "lumo_energy_ev": 0.788,
  "charge": 0,
  "multiplicity": 1,
  "symbols": ["C", "C", "C", "C", "C", "C", "N", "C", "O", "H", "H", "H", "H", "H", "H", "H", "H", "H", "H", "H", "H", "H"],
  "coordinates": [[0.095, -0.460, -0.710], [-0.095, 0.357, 0.596], [0.512, 0.245, -1.951], [0.618, -1.872, -0.518], [-0.990, 1.584, 0.383], [-0.685, -0.511, 1.710], [-0.809, -0.332, -1.819], [1.308, 0.818, 0.936], [1.862, 1.773, 0.467], [-1.553, 0.346, -1.708], [0.647, 1.324, -1.942], [1.163, -0.264, -2.644], [1.838, 0.152, 1.650], [0.765, -2.323, -1.496], [-0.096, -2.483, 0.026], [1.566, -1.868, 0.014], [-0.572, 2.259, -0.359], [0.038, -1.243, 2.075], [-1.068, 2.137, 1.317], [-1.992, 1.280, 0.083], [-1.568, -1.039, 1.339], [-0.987, 0.120, 2.550]]
}

---

Least stable of them? version 1.

---

Version 1
{
  "formula": "C7H13NO",
  "method": "wB97M-V/def2-TZVPD",
  "mol_weight_g_mol": 127.19,
  "homo_lumo_gap_ev": 8.96,
  "lumo_energy_ev": 0.448,
  "charge": 0,
  "multiplicity": 1,
  "symbols": ["C", "C", "C", "C", "N", "C", "C", "C", "O", "H", "H", "H", "H", "H", "H", "H", "H", "H", "H", "H", "H", "H"],
  "coordinates": [[0.003, 1.046, 0.349], [1.452, 1.064, 0.814], [-1.009, 1.616, 1.332], [-0.460, -0.891, 0.432], [0.997, -1.108, -2.104], [-1.052, -1.143, -0.801], [-0.409, -0.875, -2.007], [-0.154, -1.540, 1.534], [-0.169, 1.466, -0.889], [-0.312, 0.548, -1.629], [1.295, -2.007, -1.746], [1.366, -0.954, -3.032], [-2.138, -1.160, -0.823], [-0.996, -1.003, -2.916], [1.779, 2.108, 0.858], [-0.935, 1.148, 2.313], [1.578, 0.624, 1.801], [2.074, 0.532, 0.098], [-0.816, 2.687, 1.442], [-2.019, 1.492, 0.944], [-0.322, -2.607, 1.623], [0.246, -1.043, 2.408]]
}

---

Version 2
{
  "formula": "C7H13NO",
  "method": "wB97M-V/def2-TZVPD",
  "mol_weight_g_mol": 127.19,
  "homo_lumo_gap_ev": [7.33, 7.34],
  "lumo_energy_ev": [0.179, 0.181],
  "charge": 0,
  "multiplicity": 1,
  "symbols": ["C", "C", "C", "C", "C", "C", "C", "O", "N", "H", "H", "H", "H", "H", "H", "H", "H", "H", "H", "H", "H", "H"],
  "coordinates": [[0.588, 0.965, -0.886], [0.762, -1.859, 1.885], [0.796, 2.109, 0.059], [0.084, -1.792, -0.949], [-0.176, -0.671, 0.048], [-1.355, 0.125, -0.176], [-2.230, 1.060, 0.074], [0.076, 1.241, -2.119], [0.308, -0.624, 1.285], [-0.728, 1.775, -2.019], [1.482, 0.368, -1.029], [-0.072, -2.542, 2.109], [1.474, -2.426, 1.267], [1.252, -1.633, 2.834], [1.667, 2.683, -0.273], [-0.056, 2.792, 0.070], [0.971, 1.719, 1.062], [-0.486, -2.677, -0.660], [-0.221, -1.492, -1.951], [1.144, -2.051, -0.971], [-3.293, 0.837, 0.006], [-1.988, 2.091, 0.334]]
}

---

Least stable of them? version 2.

---

Version 1
{
  "formula": "C2H4FNO",
  "method": "wB97M-V/def2-TZVPD",
  "mol_weight_g_mol": 77.06,
  "homo_lumo_gap_ev": 9.01,
  "lumo_energy_ev": -0.375,
  "charge": 0,
  "multiplicity": 1,
  "symbols": ["C", "C", "N", "O", "F", "H", "H", "H", "H"],
  "coordinates": [[-0.939, 0.525, 0.260], [0.653, -0.089, -0.627], [-2.404, 0.223, 0.478], [-2.970, -0.113, -0.522], [1.692, 0.445, 0.117], [-0.442, 0.702, 1.256], [-1.000, 1.441, -0.420], [0.541, -1.193, -0.538], [0.668, 0.243, -1.691]]
}

---

Version 2
{
  "formula": "C2H4FNO",
  "method": "wB97M-V/def2-TZVPD",
  "mol_weight_g_mol": 77.06,
  "homo_lumo_gap_ev": [8.88, 8.22],
  "lumo_energy_ev": [-1.240, -1.431],
  "charge": 0,
  "multiplicity": 1,
  "symbols": ["C", "C", "N", "O", "F", "H", "H", "H", "H"],
  "coordinates": [[0.043, -0.635, -0.087], [1.245, -0.082, -0.291], [-0.669, 0.162, 1.097], [-1.212, 1.165, 0.826], [-2.293, 0.983, -0.471], [-0.543, -0.572, -0.939], [-0.053, -1.600, 0.243], [2.149, -0.333, 0.411], [1.332, 0.912, -0.788]]
}

---

Least stable of them? version 2.

---

Version 1
{
  "formula": "C4H5N3O",
  "method": "wB97M-V/def2-TZVPD",
  "mol_weight_g_mol": 111.10,
  "homo_lumo_gap_ev": 9.13,
  "lumo_energy_ev": 0.566,
  "charge": 0,
  "multiplicity": 1,
  "symbols": ["C", "C", "C", "C", "H", "H", "H", "H", "H", "N", "N", "N", "O"],
  "coordinates": [[0.944, 0.166, -1.345], [-0.568, 1.162, 0.428], [-1.260, 0.594, 1.397], [-0.433, -1.139, 0.169], [2.119, 1.832, -0.499], [0.682, -0.775, -2.079], [-0.376, 2.275, 0.036], [-1.723, 0.712, 2.470], [-0.255, -3.041, 0.169], [1.710, 1.122, -1.663], [0.132, 0.016, -0.133], [0.230, -2.140, -0.188], [-1.202, -0.784, 1.238]]
}

---

Version 2
{
  "formula": "C4H5N3O",
  "method": "wB97M-V/def2-TZVPD",
  "mol_weight_g_mol": 111.10,
  "homo_lumo_gap_ev": 8.88,
  "smiles": "CC1=N/C(=C\\O)N=N1",
  "lumo_energy_ev": -0.930,
  "charge": 0,
  "multiplicity": 1,
  "symbols": ["C", "C", "C", "C", "H", "H", "H", "H", "H", "N", "N", "N", "O"],
  "coordinates": [[2.521, -0.671, 0.040], [1.154, -0.068, -0.050], [-0.925, 0.271, -0.188], [-2.268, 0.330, -0.086], [2.928, -0.403, 1.030], [3.178, -0.218, -0.685], [2.496, -1.752, -0.063], [-2.516, 1.391, -0.163], [-4.141, -0.288, 0.129], [0.028, -0.729, -0.163], [-0.277, 1.548, 0.021], [1.018, 1.268, 0.057], [-3.196, -0.680, 0.120]]
}

---

Version 3
{
  "formula": "C4H5N3O",
  "method": "wB97M-V/def2-TZVPD",
  "mol_weight_g_mol": 111.10,
  "homo_lumo_gap_ev": 9.18,
  "smiles": "[H]/N=c1/ncnc(C)o1",
  "lumo_energy_ev": -0.360,
  "charge": 0,
  "multiplicity": 1,
  "symbols": ["C", "C", "C", "C", "H", "H", "H", "H", "H", "N", "N", "N", "O"],
  "coordinates": [[-0.162, 2.043, -0.093], [0.132, 0.592, 0.232], [1.048, -1.161, 1.199], [-0.186, -1.652, -0.629], [-1.307, 2.062, 0.255], [-0.142, 2.126, -1.128], [0.471, 2.937, 0.244], [1.708, -1.502, 2.038], [-1.774, -1.353, -1.521], [0.918, 0.227, 1.235], [0.808, -1.937, 0.162], [-1.059, -2.255, -1.428], [-0.455, -0.126, -0.567]]
}

---

Version 4
{
  "formula": "C4H5N3O",
  "method": "wB97M-V/def2-TZVPD",
  "mol_weight_g_mol": 111.10,
  "homo_lumo_gap_ev": 9.55,
  "smiles": "Nn1ccc(=O)nc1",
  "lumo_energy_ev": 0.389,
  "charge": 0,
  "multiplicity": 1,
  "symbols": ["C", "C", "C", "C", "H", "H", "H", "H", "H", "N", "N", "N", "O"],
  "coordinates": [[-0.749, -0.058, 0.799], [-0.308, -1.313, 0.980], [0.698, -1.900, 0.068], [0.720, 0.150, -0.965], [0.088, 2.776, -0.022], [-0.971, 2.226, -1.292], [-1.496, 0.416, 1.427], [-0.607, -1.904, 1.892], [1.110, 0.913, -1.688], [-0.614, 2.043, -0.351], [-0.167, 0.750, -0.129], [1.138, -1.070, -0.944], [1.160, -3.030, 0.224]]
}

---

Least stable of them? version 1.

---

Version 1
{
  "formula": "C4H5N3O",
  "method": "wB97M-V/def2-TZVPD",
  "mol_weight_g_mol": 111.10,
  "homo_lumo_gap_ev": 9.38,
  "smiles": "C=COc1c[nH]nn1",
  "lumo_energy_ev": 0.714,
  "charge": 0,
  "multiplicity": 1,
  "symbols": ["C", "C", "C", "C", "H", "H", "H", "H", "H", "N", "N", "N", "O"],
  "coordinates": [[-1.824, 0.054, -1.403], [-2.067, -0.056, -0.074], [0.297, -0.189, 0.477], [1.384, -0.164, 1.379], [-2.708, 0.133, -2.003], [-0.875, 0.113, -1.893], [-2.986, 0.433, 0.371], [1.460, -0.531, 2.347], [3.371, -0.133, 0.812], [2.379, 0.189, 0.564], [1.952, 0.283, -0.683], [0.678, 0.156, -0.776], [-1.061, -0.287, 0.883]]
}

---

Version 2
{
  "formula": "C4H5N3O",
  "method": "wB97M-V/def2-TZVPD",
  "mol_weight_g_mol": 111.10,
  "homo_lumo_gap_ev": 7.77,
  "smiles": "C#C/C=N/O/C=N\\N",
  "lumo_energy_ev": -0.344,
  "charge": 0,
  "multiplicity": 1,
  "symbols": ["C", "C", "C", "C", "H", "H", "H", "H", "H", "N", "N", "N", "O"],
  "coordinates": [[1.399, -1.770, -0.060], [-0.125, 1.045, -1.167], [-0.946, 2.018, -0.703], [-1.825, 2.789, -0.315], [-0.132, -0.258, 1.355], [-0.442, -1.959, 2.448], [2.225, -2.328, -0.625], [0.395, 1.163, -2.103], [-2.573, 3.571, 0.045], [-0.056, -1.267, 1.637], [0.861, -2.215, 0.998], [0.062, -0.073, -0.448], [1.156, -0.714, -1.063]]
}

---

Version 3
{
  "formula": "C4H5N3O",
  "method": "wB97M-V/def2-TZVPD",
  "mol_weight_g_mol": 111.10,
  "homo_lumo_gap_ev": 10.44,
  "smiles": "c1nnn2c1CCO2",
  "lumo_energy_ev": 0.662,
  "charge": 0,
  "multiplicity": 1,
  "symbols": ["C", "C", "C", "C", "H", "H", "H", "H", "H", "N", "N", "N", "O"],
  "coordinates": [[1.271, 1.026, 0.407], [1.150, -0.413, -0.410], [-0.411, -0.408, -0.509], [-1.384, -1.289, -0.403], [2.100, 1.670, 0.297], [1.210, 0.720, 1.516], [1.493, -1.419, 0.188], [1.494, -0.157, -1.446], [-1.603, -2.314, -0.475], [-2.444, -0.642, 0.259], [-2.101, 0.656, 0.438], [-0.851, 0.744, 0.057], [0.076, 1.826, 0.081]]
}

---

Version 4
{
  "formula": "C4H5N3O",
  "method": "wB97M-V/def2-TZVPD",
  "mol_weight_g_mol": 111.10,
  "homo_lumo_gap_ev": 9.44,
  "smiles": "N#C/C(=C/N)C(N)=O",
  "lumo_energy_ev": 0.388,
  "charge": 0,
  "multiplicity": 1,
  "symbols": ["C", "C", "C", "C", "H", "H", "H", "H", "H", "N", "N", "N", "O"],
  "coordinates": [[-0.753, -1.350, 0.139], [0.145, -0.323, -0.019], [1.455, -0.832, -0.083], [-0.157, 1.048, -0.050], [-2.722, -1.878, -0.016], [-2.235, -0.097, -0.243], [-0.434, -2.386, 0.239], [0.644, 2.821, 0.551], [1.767, 1.591, 0.503], [-2.092, -1.053, 0.160], [2.562, -1.208, -0.134], [0.894, 1.952, 0.180], [-1.338, 1.357, -0.300]]
}

---

Least stable of them? version 2.

---

Version 1
{
  "formula": "C4H4N4O",
  "method": "wB97M-V/def2-TZVPD",
  "mol_weight_g_mol": 124.10,
  "homo_lumo_gap_ev": 9.09,
  "smiles": "Nc1[nH]nc2c1NC2=O",
  "lumo_energy_ev": 0.255,
  "charge": 0,
  "multiplicity": 1,
  "symbols": ["C", "C", "C", "C", "H", "H", "H", "H", "N", "N", "N", "N", "O"],
  "coordinates": [[0.185, 0.886, -1.186], [-0.758, -0.395, 0.303], [-0.143, -0.801, 1.708], [0.339, 0.478, 0.061], [2.239, 1.297, -1.480], [1.246, 2.694, -1.964], [-1.361, 0.067, -2.532], [1.598, 0.617, 2.055], [1.184, 1.644, -2.079], [-0.744, 0.005, -1.660], [-1.344, -0.817, -0.820], [0.986, 0.057, 1.212], [-0.254, -1.488, 2.755]]
}

---

Version 2
{
  "formula": "C4H4N4O",
  "method": "wB97M-V/def2-TZVPD",
  "mol_weight_g_mol": 124.10,
  "homo_lumo_gap_ev": 10.09,
  "smiles": "N#CCN(CC#N)N=O",
  "lumo_energy_ev": -0.517,
  "charge": 0,
  "multiplicity": 1,
  "symbols": ["C", "C", "C", "C", "H", "H", "H", "H", "N", "N", "N", "N", "O"],
  "coordinates": [[0.668, 0.307, 1.104], [0.291, -0.607, 2.197], [-0.574, -0.642, -0.903], [0.669, -1.009, -1.538], [0.661, 1.303, 1.521], [1.716, 0.121, 0.774], [-1.406, -0.334, -1.597], [-1.017, -1.494, -0.334], [-0.739, 1.728, -0.309], [-0.379, 0.449, 0.118], [0.007, -1.237, 3.184], [1.605, -1.400, -2.124], [-1.217, 1.918, -1.451]]
}

---

Least stable of them? version 1.